49
Properties=species:S:1:pos:R:3:forces:R:3 method="wB97M-V/def2-TZVPD" charge=0 homo_lumo_gap_ev=8.941 total_energy_ev=-43102.9599 e_homo_ev=-8.47 mol_weight_g_mol=386.5 relative_energy_kj_mol=187.3 smiles="O=C(Nc1ccc(S(=O)(=O)N2CCCc3ccccc32)cc1)[C@@H]1CCCO1"
O -2.9504 -0.7937 1.8701 0.064 -0.137 0.207
C -3.3255 0.1491 1.2119 -0.371 0.169 -0.271
N -2.5377 1.1049 0.6553 -0.147 0.474 -0.296
C -1.1574 1.2624 0.7191 0.401 -0.068 0.084
C -0.5886 2.3198 0.0045 0.035 -0.116 0.072
C 0.7768 2.5218 0.0367 -0.033 0.111 -0.031
C 1.5738 1.6769 0.7875 0.738 0.191 0.021
S 3.3496 1.9112 0.7653 -0.261 0.067 -0.033
O 3.8611 1.7105 2.0853 -0.158 -0.315 0.002
O 3.6439 3.1513 0.1085 -0.189 -0.102 -0.204
N 3.9134 0.6831 -0.2411 0.010 1.059 0.576
C 3.8301 0.9653 -1.6575 -0.183 0.312 -0.672
C 2.5696 0.3634 -2.2719 0.172 -0.153 -0.011
C 2.6356 -1.1517 -2.1180 -0.097 0.179 -0.083
C 3.0543 -1.5499 -0.7277 0.000 0.150 -0.068
C 2.8499 -2.8564 -0.3023 0.074 -0.015 0.135
C 3.2391 -3.2744 0.9555 -0.064 -0.080 -0.058
C 3.8588 -2.3760 1.8089 -0.003 0.067 0.025
C 4.0817 -1.0749 1.4034 0.081 -0.146 0.061
C 3.6725 -0.6456 0.1418 -0.058 -0.877 0.412
C 1.0240 0.6319 1.5061 -0.022 0.018 0.033
C -0.3417 0.4171 1.4718 -0.048 -0.103 0.053
C -4.8163 0.4089 0.9221 -0.022 -0.248 0.382
C -5.5828 -0.9099 0.7018 0.121 0.009 -0.016
C -6.1867 -0.7477 -0.6964 0.081 0.278 -0.024
C -5.2994 0.3345 -1.3092 -0.144 -0.326 -0.340
O -4.9939 1.2077 -0.2374 -0.077 0.275 0.220
H -3.0459 1.7881 0.1003 0.084 -0.234 0.124
H -1.2225 2.9789 -0.5710 -0.055 0.081 -0.060
H 1.2425 3.3315 -0.5027 -0.032 0.118 -0.091
H 4.7178 0.5431 -2.1407 -0.020 0.062 0.046
H 3.8566 2.0496 -1.7608 0.102 -0.171 -0.201
H 1.6918 0.7549 -1.7533 0.001 0.007 -0.081
H 2.4986 0.6396 -3.3247 -0.035 0.032 0.008
H 3.3629 -1.5575 -2.8293 -0.052 -0.006 -0.028
H 1.6683 -1.6027 -2.3509 0.058 -0.040 -0.015
H 2.3712 -3.5521 -0.9771 -0.056 -0.060 -0.076
H 3.0652 -4.2935 1.2659 -0.015 -0.094 0.029
H 4.1782 -2.6908 2.7908 0.036 -0.015 0.092
H 4.5615 -0.3679 2.0588 0.098 -0.045 0.045
H 1.6672 -0.0017 2.0946 -0.015 -0.127 0.119
H -0.7842 -0.3948 2.0243 0.005 -0.012 0.016
H -5.2071 0.9808 1.7722 0.075 -0.084 -0.086
H -4.8818 -1.7436 0.7472 -0.075 0.018 0.056
H -6.3439 -1.0637 1.4623 0.030 -0.033 0.019
H -7.2131 -0.3874 -0.6290 -0.015 -0.015 -0.061
H -6.1711 -1.6686 -1.2733 -0.040 -0.044 -0.026
H -4.3763 -0.1057 -1.7139 -0.052 0.043 -0.009
H -5.7894 0.9241 -2.0838 0.073 -0.052 0.002



16
Properties=species:S:1:pos:R:3:forces:R:3 method="wB97M-V/def2-TZVPD" charge=0 homo_lumo_gap_ev="7.692 / 8.664" total_energy_ev=-8759.8090 e_homo_ev="-8.24 / -8.37" mol_weight_g_mol=99.1 relative_energy_kj_mol=455.0
C 0.8787 -1.3425 1.0181 0.304 -0.092 -0.484
C -1.4698 1.5105 0.5980 0.012 0.000 -0.096
N 0.3148 -0.0311 0.9684 -0.473 -0.260 0.770
C -0.7497 0.2497 0.1926 -0.156 0.156 -0.509
C -1.0027 -0.3170 -1.0338 -0.312 -0.306 0.694
N 1.3551 0.7816 -0.8009 1.303 -0.012 -0.970
N 2.2608 0.0841 -1.0815 -0.648 0.093 0.438
H 2.4035 -0.2071 -2.0679 -0.016 0.326 -0.077
H 1.0712 -1.6009 2.0607 0.037 0.003 -0.049
H 1.8601 -1.3263 0.4976 -0.158 -0.073 0.268
H 0.2882 -2.1420 0.5529 -0.090 0.134 0.030
H -2.3770 1.6681 0.0141 0.025 -0.024 0.022
H -1.7203 1.4761 1.6582 0.005 0.001 -0.041
H -0.8040 2.3634 0.4427 0.010 -0.018 0.026
H -0.5027 -1.2169 -1.3625 0.146 0.033 -0.032
H -1.8061 0.0504 -1.6566 0.010 0.039 0.009



11
Properties=species:S:1:pos:R:3:forces:R:3 method="wB97M-V/def2-TZVPD" spin_multiplicity=2 charge=-1 homo_lumo_gap_ev="4.228 / 4.916" total_energy_ev=-24230.1505 e_homo_ev="-2.75 / -3.45" s2=0.7541 mol_weight_g_mol=178.0
O 1.0515 1.1755 -1.2715 0.180 0.191 0.675
C 0.3605 0.5591 -0.4471 -0.226 -0.443 -1.302
O 1.2467 -0.0962 0.4905 1.088 0.533 0.647
C 1.1770 -1.4821 0.7150 -0.306 -0.631 -1.548
O 0.0831 -2.0432 0.5054 -0.591 0.144 0.379
O 2.2859 -1.9987 0.9072 0.356 0.226 0.591
Na 3.1631 0.8044 -0.3735 -0.874 -0.466 0.136
C -2.1657 1.6919 -0.0507 -2.750 -2.952 0.176
O -2.6807 1.2923 -1.1279 0.993 1.206 -0.700
O -2.4208 1.0791 1.0168 1.168 1.251 0.494
Na -2.1006 -0.9821 -0.3641 0.962 0.941 0.451